Record 1
ORCA calculation (the ωB97M-V functional and the def2-TZVPD basis) on C5H6O in the gas phase.

The geometry in XYZ format:
```
12
Properties=species:S:1:pos:R:3:lowdin_charge:R:1
C -0.045 1.357 0.605 -0.060
C -0.156 -0.149 0.364 -0.354
C -1.433 -0.515 -0.387 -0.225
O -2.362 0.241 -0.525 0.066
C 1.016 -0.779 -0.257 -0.121
C 1.966 -1.379 -0.690 0.126
H 0.853 1.590 1.182 0.083
H -0.009 1.907 -0.339 0.090
H -0.923 1.701 1.158 0.082
H -0.264 -0.662 1.333 0.155
H -1.470 -1.556 -0.770 0.130
H 2.811 -1.916 -1.062 0.028
```

***

Record 2
ORCA calculation (the ωB97M-V functional and the def2-TZVPD basis) on a molecular structure, C5H6O at a distorted geometry.

The geometry in XYZ format:
```
12
Properties=species:S:1:pos:R:3:lowdin_charge:R:1
C -1.074 -1.099 -0.802 -0.062
C -0.132 -0.165 -0.103 -0.349
C 0.820 0.625 -0.701 -0.087
O 1.357 1.461 0.202 0.011
C -0.263 0.284 1.365 -0.050
C 0.766 1.199 1.407 -0.140
H -1.465 -1.875 -0.142 0.079
H -1.944 -0.549 -1.165 0.083
H -0.646 -1.606 -1.671 0.079
H 0.267 -0.822 1.115 0.188
H 1.191 0.719 -1.716 0.135
H 1.125 1.827 2.211 0.113
```

***

Record 3
ORCA calculation (the ωB97M-V functional and the def2-TZVPD basis) on C5H6O in the gas phase at a distorted geometry.

The geometry in XYZ format:
```
12
Properties=species:S:1:pos:R:3:lowdin_charge:R:1
C 0.423 -1.308 1.771 -0.038
C -0.626 0.548 -1.175 -0.114
C -0.854 1.054 -2.356 0.022
O 1.270 0.607 0.334 -0.065
C -0.848 -0.052 -0.067 0.006
C 0.109 -0.247 0.794 -0.292
H 1.087 1.560 0.277 0.089
H -1.688 0.681 -2.938 0.068
H -0.345 1.942 -2.705 0.060
H -0.415 -2.009 1.832 0.087
H 1.295 -1.893 1.467 0.093
H 0.592 -0.881 2.765 0.084
```

***

no.,orbital gap (Eh),E_LUMO (eV),E_tot (eV)
1,0.3950,0.84,-7327.445
2,0.3544,0.73,-7325.466
3,0.3269,0.30,-7325.053